# 1
Density functional theory data (ωB97M-V/def2-TZVPD) for the molecule C5H8O.

- HOMO energy: -8.3 eV
- Kohn-Sham gap: 9.28 eV
- ΔE to the lowest compared entry with this formula, charge and spin: 4.166 eV

Positions of all 14 atoms, in Å:
1 C 0.262 0.155 -0.617
2 H 0.884 -1.559 0.674
3 H 0.421 -0.034 1.490
4 H 0.298 -0.442 -1.536
5 H -1.602 -1.589 -0.265
6 C 2.387 0.635 0.105
7 H -1.846 0.707 -1.265
8 C -1.212 0.582 -0.381
9 H -1.340 1.440 0.289
10 O 1.459 1.045 -0.704
11 C -1.306 -0.762 0.390
12 C 0.233 -0.684 0.627
13 H -1.892 -0.778 1.306
14 H 3.254 1.286 -0.114


# 2
Density functional theory data (ωB97M-V/def2-TZVPD) for the molecule C4H4OS.

- HOMO energy: -9.1 eV
- Kohn-Sham gap: 7.83 eV
- ΔE to the lowest compared entry with this formula, charge and spin: 4.551 eV
- Structure (SMILES): C#CC(=S)CO

Positions of all 10 atoms, in Å:
1 C 1.479 1.804 0.179
2 C 0.535 -1.248 0.429
3 H 2.180 2.705 -0.130
4 O 1.685 -1.205 -0.425
5 H 0.642 -0.757 1.574
6 H 2.419 -0.609 0.068
7 C 0.588 1.006 -0.079
8 H -0.090 -2.316 0.307
9 C -0.356 -0.095 -0.101
10 S -2.006 0.114 -0.061


# 3
Density functional theory data (ωB97M-V/def2-TZVPD) for a cluster of 2 separate species, C4H12 in total.

- HOMO energy: -11.8 eV
- Kohn-Sham gap: 12.92 eV
- ΔE to the lowest compared entry with this formula, charge and spin: 0.005 eV
- Structure (SMILES): CC.CC

Positions of all 16 atoms, in Å:
1 H 1.179 2.311 0.889
2 H -2.240 0.034 -2.049
3 H 1.423 0.083 -0.281
4 C -1.840 -1.696 -0.792
5 H -0.939 0.279 -0.894
6 H -1.152 -2.186 -1.487
7 C 2.045 1.676 1.066
8 H -1.500 -1.943 0.213
9 C 1.716 0.222 0.764
10 C -1.908 -0.198 -1.036
11 H 2.887 2.046 0.487
12 H 2.590 -0.407 0.924
13 H 0.884 -0.141 1.362
14 H -2.817 -2.165 -0.923
15 H -2.623 0.280 -0.366
16 H 2.294 1.805 2.124


# 4
Density functional theory data (ωB97M-V/def2-TZVPD) for a cluster of 5 separate species, C2H14O4 in total.

- HOMO energy: -11.3 eV
- Kohn-Sham gap: 11.68 eV
- ΔE to the lowest compared entry with this formula, charge and spin: 0.630 eV
- Structure (SMILES): CC.O.O.O.O

Positions of all 20 atoms, in Å:
1 C 1.447 -3.830 0.212
2 H 0.169 3.226 0.819
3 H -1.889 2.451 -2.064
4 H 0.464 -5.208 1.530
5 H -1.021 2.905 -0.240
6 O 0.559 4.361 -2.142
7 H 0.243 0.002 0.711
8 H 1.496 -4.616 -0.533
9 H 2.409 -3.741 0.707
10 H -0.695 -4.131 0.904
11 H 1.192 3.703 -1.846
12 H -2.796 3.184 -1.084
13 H -0.677 1.197 0.853
14 O -0.575 3.565 0.316
15 H 0.508 -3.639 2.194
16 H 1.174 -2.873 -0.202
17 H -0.016 4.512 -1.376
18 C 0.343 -4.153 1.242
19 O 0.087 0.773 1.267
20 O -2.422 2.312 -1.269